Entry 1:
Below is 2 unconnected molecules or ions with the total composition C41H48N3O3Si in a non-equilibrium geometry, with properties calculated with the ωB97M-V functional and the def2-TZVPD basis.

The lowest unoccupied orbital energy is -4.0 eV. The value obtained for the orbital gap is 0.212 Ha. The net charge is +1. As for the relative energy (zero: lowest compared OMol25 entry of this formula, charge and spin): 12.7 kcal per mole.

Element x y z (Å)
C  -3.56  0.26  3.58
O  -3.14  1.64  3.51
C  -4.10  2.58  3.34
C  -3.66  3.91  3.40
N  -2.27  4.18  3.51
C  -1.31  3.55  2.73
N  -0.14  4.14  3.13
C  1.16  3.86  2.61
C  -0.36  5.10  4.13
C  -1.68  5.13  4.36
C  -4.58  4.97  3.35
O  -4.04  6.21  3.35
C  -4.90  7.35  3.18
C  -5.96  4.69  3.24
C  -6.38  3.37  3.18
C  -5.48  2.31  3.22
H  -2.64  -0.31  3.73
H  -4.24  0.10  4.43
H  -4.05  -0.05  2.65
H  1.09  3.34  1.66
H  1.71  4.80  2.47
H  1.75  3.25  3.31
H  0.44  5.68  4.55
H  -2.25  5.73  5.03
H  -4.23  8.21  3.20
H  -5.43  7.30  2.22
H  -5.63  7.41  4.01
H  -6.67  5.52  3.19
H  -7.44  3.15  3.10
H  -5.83  1.27  3.20
C  -0.02  -6.09  1.46
Si  1.56  -5.13  1.27
C  2.58  -5.17  2.83
C  2.60  -5.80  -0.13
O  1.15  -3.52  0.99
C  1.32  -2.77  -0.20
C  2.83  -2.42  -0.38
C  3.70  -2.49  0.71
C  5.07  -2.27  0.52
C  5.53  -1.83  -0.72
C  4.63  -1.61  -1.77
C  3.28  -1.92  -1.60
C  0.62  -3.52  -1.35
C  1.30  -4.01  -2.47
C  0.58  -4.65  -3.49
C  -0.79  -4.87  -3.34
C  -1.45  -4.46  -2.18
C  -0.74  -3.80  -1.18
C  0.59  -1.41  0.01
C  1.15  -0.55  1.16
C  2.00  0.55  0.53
C  1.47  0.70  -0.90
N  0.73  -0.53  -1.18
C  0.13  -0.75  -2.35
C  0.31  0.05  -3.50
C  0.10  1.40  -3.64
C  0.36  2.09  -4.88
C  -0.26  3.34  -5.14
C  -0.02  4.02  -6.33
C  0.85  3.47  -7.29
C  1.45  2.22  -7.06
C  1.20  1.53  -5.88
H  0.21  -7.15  1.61
H  -0.58  -5.73  2.34
H  -0.68  -6.00  0.59
H  2.79  -6.22  3.07
H  3.54  -4.65  2.73
H  2.03  -4.72  3.67
H  3.08  -6.72  0.22
H  2.00  -6.05  -1.02
H  3.39  -5.11  -0.44
H  3.31  -2.74  1.71
H  5.75  -2.45  1.35
H  6.59  -1.64  -0.86
H  4.97  -1.22  -2.74
H  2.57  -1.78  -2.41
H  2.39  -3.95  -2.52
H  1.11  -4.98  -4.38
H  -1.34  -5.38  -4.13
H  -2.51  -4.66  -2.04
H  -1.24  -3.50  -0.25
H  -0.48  -1.61  0.18
H  0.27  -0.10  1.63
H  1.67  -1.14  1.92
H  1.95  1.50  1.07
H  3.06  0.26  0.49
H  0.79  1.56  -1.00
H  2.29  0.85  -1.63
H  -0.49  -1.64  -2.43
H  0.52  -0.54  -4.40
H  -0.36  1.97  -2.83
H  -0.95  3.74  -4.39
H  -0.51  4.97  -6.52
H  1.05  4.01  -8.21
H  2.12  1.79  -7.80
H  1.66  0.55  -5.71

=====

Entry 2:
Below is a molecular structure, C41H49As3BiO15PS5 in a non-equilibrium geometry, with properties calculated with the ωB97M-V functional and the def2-TZVPD basis.

The lowest unoccupied orbital energy is 3.1 eV. The value obtained for the orbital gap is 0.168 Ha. The net charge is -2. As for the relative energy (zero: lowest compared OMol25 entry of this formula, charge and spin): 143.0 kcal per mole.

Element x y z (Å)
Bi  -0.46  0.68  0.92
O  3.31  -0.71  2.72
S  2.07  0.02  2.73
O  0.79  -0.74  3.00
O  1.77  0.85  1.51
C  2.21  1.14  4.22
C  3.47  1.07  4.77
C  3.84  1.79  5.89
C  2.90  2.65  6.40
C  1.61  2.69  5.90
C  1.24  2.02  4.74
S  -0.42  2.48  4.10
O  -1.27  1.53  4.67
O  -0.61  3.86  4.42
O  -0.36  2.40  2.60
H  4.19  0.46  4.24
H  4.85  1.64  6.31
H  3.19  3.35  7.17
H  0.84  3.43  6.33
O  5.63  -2.82  -0.22
S  4.90  -1.60  0.12
O  1.79  2.67  -0.61
O  5.49  -0.68  1.10
C  2.28  1.47  -2.48
C  3.48  1.99  -2.99
C  4.61  1.23  -3.01
C  4.60  -0.08  -2.64
C  3.35  -0.72  -2.44
C  2.22  0.08  -2.22
S  0.74  -0.92  -2.01
O  0.95  -2.30  -2.43
O  -0.35  -0.34  -2.74
O  0.47  -0.89  -0.50
H  3.55  3.10  -3.12
H  5.60  1.68  -3.15
H  5.54  -0.65  -2.60
H  3.14  -1.78  -2.43
C  1.74  -3.20  1.36
As  -0.08  -3.84  2.08
C  0.63  -5.34  3.25
C  -0.72  -5.06  0.71
C  -2.13  -4.93  0.13
C  -2.81  -6.24  0.26
C  -3.04  -3.94  0.96
As  -2.82  -1.98  0.90
C  -3.62  -1.64  2.79
C  -4.38  -1.61  -0.25
C  -2.10  -4.54  -1.34
As  -1.45  -5.85  -2.65
C  0.54  -5.77  -2.73
C  -1.71  -4.79  -4.30
H  2.26  -2.80  2.21
H  1.39  -2.44  0.61
H  2.29  -3.94  0.83
H  1.74  -5.37  3.39
H  0.40  -6.41  3.08
H  0.15  -5.18  4.24
H  -0.62  -6.03  1.24
H  -0.04  -5.09  -0.12
H  -2.77  -6.63  1.28
H  -2.29  -6.99  -0.30
H  -3.82  -6.21  -0.11
H  -2.98  -4.22  2.02
H  -4.06  -4.14  0.68
H  -4.71  -1.78  2.70
H  -3.52  -0.63  3.27
H  -3.06  -2.22  3.54
H  -5.26  -1.98  0.34
H  -4.24  -2.33  -1.07
H  -4.57  -0.53  -0.43
H  -1.34  -3.71  -1.37
H  -3.10  -4.19  -1.52
H  0.96  -6.32  -1.91
H  0.88  -4.76  -2.63
H  0.66  -6.27  -3.71
H  -2.73  -5.01  -4.69
H  -1.00  -5.10  -5.08
H  -1.49  -3.73  -4.10
O  -4.39  2.84  1.28
S  -3.43  2.45  0.24
O  -4.02  2.57  -1.10
O  -2.85  1.13  0.52
C  -2.05  3.64  0.47
C  -2.50  4.75  1.16
C  -1.72  5.89  1.26
C  -0.44  5.90  0.71
C  0.08  4.84  0.05
C  -0.80  3.72  -0.18
P  -0.40  2.28  -1.31
C  1.34  2.56  -1.95
C  2.99  3.24  -0.12
C  3.49  4.42  -0.46
C  3.14  5.22  -1.57
C  2.15  4.91  -2.54
C  1.32  3.82  -2.80
C  -1.56  2.53  -2.64
C  -2.21  1.56  -3.38
C  -3.16  1.91  -4.42
C  -3.60  3.22  -4.57
C  -2.83  4.15  -3.93
C  -1.88  3.92  -2.94
H  -3.46  4.74  1.68
H  -2.10  6.81  1.80
H  0.22  6.79  0.88
H  1.08  4.81  -0.42
H  3.50  2.55  0.54
H  4.34  4.58  0.21
H  3.71  6.17  -1.75
H  2.01  5.77  -3.22
H  0.51  3.97  -3.49
H  -2.18  0.50  -3.21
H  -3.75  1.06  -4.85
H  -4.53  3.43  -5.23
H  -2.98  5.25  -4.11
H  -1.34  4.78  -2.49

=====

Entry 3:
Below is a molecular structure, C41H49BCl3GeN7O3S2V in a non-equilibrium geometry, with properties calculated with the ωB97M-V functional and the def2-TZVPD basis.

Its multiplicity is 3. The lowest unoccupied orbital energy (spin up / spin down) is 2.0 / 2.1 eV. The value obtained for the orbital gap (spin up / spin down) is 0.282 / 0.287 Ha. The net charge is -1. As for the relative energy (zero: lowest compared OMol25 entry of this formula, charge and spin): 5.1 kcal per mole.

Element x y z (Å)
V  -0.43  0.45  -0.03
C  -3.56  3.25  4.30
C  -3.94  3.29  2.82
C  -4.65  2.00  2.41
C  -2.76  3.58  1.92
C  -1.75  4.55  2.09
C  -1.00  4.45  0.94
N  -1.54  3.49  0.17
N  -2.63  2.96  0.77
B  -1.28  3.23  -1.33
N  0.16  2.81  -1.68
C  1.07  3.50  -2.35
C  2.12  2.67  -2.68
C  1.77  1.43  -2.15
N  0.59  1.53  -1.52
C  2.43  0.11  -2.44
C  2.10  -0.28  -3.89
C  3.94  0.16  -2.22
N  -2.24  2.11  -1.79
C  -3.37  2.36  -2.46
C  -4.15  1.23  -2.43
C  -3.44  0.31  -1.67
N  -2.27  0.83  -1.28
C  -4.07  -1.02  -1.34
C  -3.18  -2.25  -1.33
C  -4.90  -0.91  -0.05
H  -4.46  3.23  4.92
H  -2.97  4.12  4.59
H  -2.99  2.35  4.52
H  -4.65  4.12  2.68
H  -4.00  1.14  2.57
H  -4.93  2.01  1.36
H  -5.55  1.86  3.01
H  -1.58  5.21  2.92
H  -0.11  4.98  0.62
H  -1.49  4.22  -1.99
H  0.89  4.54  -2.58
H  3.01  2.92  -3.24
H  2.00  -0.64  -1.78
H  2.61  0.39  -4.58
H  1.02  -0.21  -4.07
H  2.42  -1.30  -4.11
H  4.41  0.86  -2.92
H  4.38  -0.82  -2.40
H  4.19  0.46  -1.21
H  -3.52  3.33  -2.90
H  -5.12  1.08  -2.87
H  -4.79  -1.16  -2.16
H  -2.42  -2.21  -0.56
H  -2.68  -2.35  -2.30
H  -3.78  -3.14  -1.17
H  -4.27  -0.75  0.82
H  -5.47  -1.83  0.10
H  -5.61  -0.08  -0.12
S  3.09  -2.18  1.47
C  1.91  -1.32  0.78
N  1.06  -0.69  0.28
O  -0.18  -1.71  -1.95
S  -0.23  -3.20  -1.95
C  -0.20  -3.64  -3.68
C  -0.71  -2.70  -4.56
C  -0.76  -2.99  -5.92
C  -0.30  -4.22  -6.38
C  0.20  -5.16  -5.49
C  0.25  -4.87  -4.13
C  1.33  -3.87  -1.48
C  2.51  -3.54  -2.14
C  3.69  -4.14  -1.75
C  3.69  -5.06  -0.70
C  2.52  -5.37  -0.03
C  1.32  -4.77  -0.42
H  -1.04  -1.74  -4.18
H  -1.14  -2.26  -6.61
H  -0.33  -4.44  -7.44
H  0.56  -6.11  -5.85
H  0.65  -5.60  -3.44
H  2.49  -2.82  -2.95
H  4.62  -3.89  -2.24
H  4.62  -5.52  -0.39
H  2.52  -6.06  0.80
H  0.40  -4.97  0.11
Cl  -1.97  -1.20  4.91
Ge  -0.32  -1.54  3.37
Cl  -0.74  -3.75  2.96
Cl  -1.78  -0.82  1.49
C  3.83  0.18  6.39
C  3.17  0.78  5.19
C  3.84  0.93  3.99
C  3.23  1.46  2.85
C  4.06  1.60  1.61
C  1.88  1.82  2.93
C  1.18  1.69  4.13
C  -0.26  2.11  4.25
C  1.83  1.19  5.24
C  1.18  2.24  1.67
O  1.56  3.14  0.96
O  0.11  1.50  1.46
H  4.80  -0.24  6.13
H  3.22  -0.62  6.82
H  3.99  0.93  7.17
H  4.87  0.61  3.92
H  4.67  0.70  1.48
H  4.72  2.46  1.70
H  3.46  1.76  0.72
H  -0.90  1.53  3.58
H  -0.39  3.15  3.98
H  -0.61  1.96  5.27
H  1.29  1.09  6.17

=====

Entry 4:
Below is a molecular structure, C41H49BF2N6OsS in a non-equilibrium geometry, with properties calculated with the ωB97M-V functional and the def2-TZVPD basis.

Its multiplicity is 5. The lowest unoccupied orbital energy (spin up / spin down) is -0.6 / -2.7 eV. The value obtained for the orbital gap (spin up / spin down) is 0.163 / 0.167 Ha.

Element x y z (Å)
Os  0.01  1.10  -0.07
C  2.11  -0.31  -5.80
C  1.61  1.11  -5.50
C  0.69  1.14  -4.33
C  -0.68  1.13  -4.32
C  -1.61  1.10  -5.48
C  -2.18  -0.31  -5.70
C  -1.09  1.15  -2.94
N  0.01  1.16  -2.13
C  1.11  1.16  -2.94
C  2.42  1.17  -2.51
C  2.87  1.15  -1.18
C  4.23  1.15  -0.78
C  5.41  1.13  -1.69
C  5.70  -0.27  -2.22
C  4.24  1.14  0.61
C  2.87  1.13  1.02
C  2.43  1.11  2.35
C  1.12  1.12  2.79
N  0.02  1.17  1.98
C  -1.09  1.18  2.79
C  -2.40  1.22  2.36
C  -2.85  1.23  1.02
N  -2.03  1.18  -0.07
C  -2.85  1.20  -1.17
C  -2.41  1.18  -2.50
C  -4.21  1.26  -0.77
C  -4.21  1.27  0.62
C  -5.38  1.30  1.55
C  -5.69  -0.10  2.10
C  -5.39  1.27  -1.69
C  -5.76  -0.14  -2.15
C  -0.67  1.13  4.17
C  0.70  1.09  4.17
C  1.62  1.01  5.34
C  2.09  -0.42  5.62
C  -1.60  1.10  5.34
C  -2.19  -0.30  5.54
N  2.06  1.13  -0.08
C  5.42  1.13  1.51
C  5.86  -0.29  1.88
H  2.75  -0.30  -6.68
H  1.28  -0.97  -6.00
H  2.68  -0.70  -4.97
H  1.09  1.49  -6.38
H  2.46  1.76  -5.31
H  -1.08  1.41  -6.38
H  -2.43  1.80  -5.32
H  -1.37  -1.00  -5.95
H  -2.89  -0.30  -6.52
H  -2.67  -0.67  -4.81
H  3.19  1.19  -3.27
H  6.29  1.49  -1.15
H  5.24  1.81  -2.53
H  5.90  -0.96  -1.40
H  6.56  -0.26  -2.88
H  4.84  -0.65  -2.78
H  3.20  1.10  3.11
H  -3.16  1.24  3.12
H  -3.17  1.20  -3.27
H  -6.26  1.68  1.03
H  -5.18  1.98  2.39
H  -5.92  -0.78  1.29
H  -6.55  -0.06  2.77
H  -4.84  -0.49  2.65
H  -5.17  1.89  -2.56
H  -6.25  1.71  -1.18
H  -4.92  -0.60  -2.68
H  -6.61  -0.10  -2.82
H  -6.01  -0.76  -1.30
H  1.11  1.39  6.23
H  2.49  1.65  5.17
H  1.24  -1.07  5.80
H  2.73  -0.44  6.50
H  2.65  -0.81  4.77
H  -2.41  1.82  5.19
H  -1.06  1.38  6.24
H  -2.70  -0.64  4.64
H  -2.91  -0.29  6.36
H  -1.41  -1.01  5.77
H  5.20  1.68  2.43
H  6.26  1.64  1.02
H  5.05  -0.82  2.37
H  6.72  -0.27  2.55
H  6.14  -0.84  0.98
F  1.12  3.91  -0.24
B  0.03  3.17  -0.08
F  -1.03  3.95  0.08
C  -0.22  -5.73  2.38
C  -0.09  -5.08  1.05
C  0.03  -5.79  -0.15
C  0.14  -5.03  -1.31
N  0.14  -3.71  -1.30
C  0.03  -3.12  -0.11
S  0.06  -1.41  -0.03
N  -0.09  -3.75  1.05
H  -0.23  -6.81  2.30
H  -1.14  -5.39  2.86
H  0.60  -5.41  3.02
H  0.03  -6.86  -0.18
H  0.23  -5.48  -2.28